Entry w
The following is a quantum chemistry calculation of C3H10N2S in the gas phase, from OMol25.

```
! wB97M-V def2-TZVPD RIJCOSX def2/J DEFGRID3
* xyz 0 1
N -1.496 0.163 -0.759
C -0.023 -0.153 -0.441
C 0.354 0.476 0.939
S -0.270 -0.270 2.456
C 0.891 0.421 -1.527
N 0.798 -0.430 -2.775
H -1.541 1.130 -1.261
H -1.819 -0.511 -1.495
H -0.015 -1.260 -0.362
H 0.055 1.532 0.869
H 1.491 0.456 1.065
H -1.357 -0.566 1.868
H 0.782 1.511 -1.545
H 2.004 0.407 -1.227
H 1.496 -1.151 -2.743
H 0.776 0.179 -3.563
*
```

Results
lowest unoccupied orbital energy	0.9	eV

In elementary charge units, the Löwdin charges are: -0.005 -0.451 -0.582 0.709 -0.261 0.004 0.100 0.070 0.132 0.068 0.081 -0.201 0.110 0.120 0.059 0.046

***

Entry x
The following is a quantum chemistry calculation of 3 unconnected molecules or ions with the total composition C3H10N2S, from OMol25.

```
! wB97M-V def2-TZVPD RIJCOSX def2/J DEFGRID3
* xyz 0 1
C 2.485 -2.462 -3.536
S 1.061 -0.395 -1.713
H 1.757 -2.649 -4.268
H 3.377 -2.035 -3.980
H 2.698 -3.349 -2.970
C -2.493 0.865 3.129
N -0.182 1.514 0.353
C -0.818 1.600 1.591
N -1.628 0.667 1.998
H -3.537 0.729 2.776
H -2.385 1.816 3.716
H -2.280 0.066 3.873
H -0.049 0.656 -0.216
H 0.435 2.163 0.023
H -0.552 2.590 2.077
H 2.110 -1.776 -2.852
*
```

Results
lowest unoccupied orbital energy	-4.2	eV

In elementary charge units, the Löwdin charges are: -0.098 0.519 0.008 0.029 0.022 -0.187 0.041 -0.275 -0.052 0.075 0.074 0.070 -0.134 0.020 0.134 -0.245

***

Energy above the most stable structure, in eV: entry w 0.000; entry x 4.586

***

Entry w
The following is a quantum chemistry calculation of 2 unconnected molecules or ions with the total composition C3H10N2S, from OMol25.

```
! wB97M-V def2-TZVPD RIJCOSX def2/J DEFGRID3
* xyz 0 1
C -1.797 0.940 -1.547
S -1.414 -0.138 -0.277
C -1.581 0.631 1.322
H -2.354 1.822 -1.223
H -0.811 1.276 -1.996
H -2.471 0.366 -2.254
H -2.360 0.144 1.872
H -1.694 1.651 1.030
H -0.706 0.696 2.004
N 1.588 -1.618 0.400
C 2.549 -0.583 0.002
N 2.435 0.732 0.254
H 1.972 -2.426 0.913
H 0.914 -1.099 0.985
H 3.670 -1.125 -0.441
H 3.285 1.176 0.307
*
```

Results
lowest unoccupied orbital energy	1.0	eV

In elementary charge units, the Löwdin charges are: -0.501 0.733 -0.420 0.037 0.050 0.050 0.016 0.016 0.043 0.001 -0.307 0.034 0.082 0.033 0.161 -0.027

***

Entry x
The following is a quantum chemistry calculation of C3H10N2S in the gas phase, from OMol25.

```
! wB97M-V def2-TZVPD RIJCOSX def2/J DEFGRID3
* xyz 0 1
C -0.762 0.044 0.148
C -1.670 1.261 -0.090
S -3.473 0.848 -0.054
N 0.653 0.247 0.247
C 1.423 -0.984 0.001
N 2.838 -0.829 0.286
H -1.128 -0.606 -0.701
H -1.128 -0.523 0.996
H -1.420 2.001 0.683
H -1.590 1.771 -1.048
H -3.274 -0.267 -0.816
H 1.016 0.921 -0.417
H 1.204 -1.455 -0.958
H 1.109 -1.723 0.754
H 2.850 -0.520 1.252
H 3.351 -0.185 -0.285
*
```

Results
lowest unoccupied orbital energy	1.0	eV

In elementary charge units, the Löwdin charges are: -0.356 -0.557 0.663 -0.074 -0.333 0.003 0.101 0.106 0.074 0.053 -0.137 0.108 0.111 0.116 0.069 0.052

***

Energy above the most stable structure, in eV: entry w 1.742; entry x 0.000

***

Entry w
The following is a quantum chemistry calculation of 2 unconnected molecules or ions with the total composition C3H10N2S, from OMol25.

```
! wB97M-V def2-TZVPD RIJCOSX def2/J DEFGRID3
* xyz 0 1
C 1.910 1.187 -0.873
C 2.566 -0.163 -0.725
S 2.236 -1.112 0.867
H 2.541 1.806 -0.242
H 0.861 1.135 -0.542
H 1.910 1.631 -1.863
H 3.635 -0.117 -0.925
H 2.232 -0.976 -1.357
N -3.083 -1.138 1.313
C -2.457 -0.247 0.523
N -2.700 0.998 0.460
H -3.644 -0.779 2.062
H -3.130 -2.099 1.049
H -1.672 -0.673 -0.150
H -2.117 1.450 -0.231
H 0.912 -0.904 0.634
*
```

Results
lowest unoccupied orbital energy	0.7	eV

In elementary charge units, the Löwdin charges are: -0.165 -0.602 0.641 0.071 0.056 0.070 0.063 0.031 0.078 -0.431 0.051 0.093 0.084 0.112 0.017 -0.170

***

Entry x
The following is a quantum chemistry calculation of C3H10N2S in the gas phase, from OMol25.

```
! wB97M-V def2-TZVPD RIJCOSX def2/J DEFGRID3
* xyz 0 1
C 0.047 -0.675 0.601
C 1.302 -0.860 1.419
S 2.991 -0.379 0.831
N 0.131 0.065 -0.650
C -1.122 0.230 -1.467
N -1.775 1.412 -1.112
H -0.696 -0.291 1.319
H -0.288 -1.629 0.210
H 1.182 -0.091 2.289
H 1.381 -1.928 2.004
H 3.117 0.469 1.761
H 0.724 0.960 -0.472
H -1.705 -0.741 -1.463
H -0.788 0.113 -2.483
H -2.691 1.248 -0.954
H -1.810 2.099 -1.831
*
```

Results
lowest unoccupied orbital energy	1.0	eV

In elementary charge units, the Löwdin charges are: -0.365 -0.549 0.678 -0.112 -0.320 0.040 0.106 0.096 0.077 0.118 -0.218 0.129 0.134 0.094 0.021 0.070

***

Energy above the most stable structure, in eV: entry w 0.000; entry x 1.248

***

Entry w
The following is a quantum chemistry calculation of 2 unconnected molecules or ions with the total composition C8H7NO2, from OMol25.

```
! wB97M-V def2-TZVPD RIJCOSX def2/J DEFGRID3
* xyz 0 1
C 2.796 0.112 -0.400
C 2.162 -1.106 -0.703
C 2.042 1.129 0.154
C 0.826 -1.264 -0.419
C 0.631 0.851 0.405
C -2.656 0.774 1.416
C -2.550 0.019 0.290
C -2.270 -0.403 -0.993
N 0.063 -0.305 0.117
O -3.310 -1.039 -0.358
O -1.804 -0.402 -2.037
H 3.868 0.240 -0.492
H 2.689 -2.093 -0.953
H 2.406 2.097 0.359
H 0.334 -2.200 -0.798
H -0.025 1.597 0.639
H -1.881 1.407 1.546
H -3.319 0.587 2.227
*
```

Results
lowest unoccupied orbital energy	0.8	eV

In elementary charge units, the Löwdin charges are: -0.080 -0.076 -0.028 -0.149 -0.091 0.109 -0.157 -0.502 0.041 0.158 0.203 0.103 0.130 0.083 0.129 0.064 0.000 0.063

***

Entry x
The following is a quantum chemistry calculation of C8H7NO2 in the gas phase, from OMol25.

```
! wB97M-V def2-TZVPD RIJCOSX def2/J DEFGRID3
* xyz 0 1
C 2.927 -0.290 -0.086
C 1.429 -0.055 -0.314
C 0.910 1.235 -0.050
C -0.423 1.620 0.096
C -1.253 0.565 0.059
C -2.718 0.327 -0.190
C -0.789 -0.731 -0.066
C 0.553 -1.198 -0.156
H 3.394 0.757 -0.672
H 3.302 -1.359 -0.355
H 3.013 -0.099 1.042
H 1.755 1.968 0.078
H -0.725 2.594 0.486
H -3.614 -1.437 0.598
H 0.648 -2.356 -0.203
N -2.978 -1.014 -0.144
O -3.694 1.074 -0.251
O -1.736 -1.602 0.130
*
```

Results
lowest unoccupied orbital energy	0.1	eV

In elementary charge units, the Löwdin charges are: -0.081 -0.283 -0.073 -0.001 -0.092 -0.395 -0.283 0.074 0.145 0.099 0.094 0.118 0.134 0.203 0.157 0.125 0.056 0.002

***

Energy above the most stable structure, in eV: entry w 0.104; entry x 0.000